1.
{
  "formula": "C16H37BeClF7IKNNaO8PSi2",
  "method": "wB97M-V/def2-TZVPD",
  "e_tot_ha": -4442.713847,
  "homo_lumo_gap_ev": 1.12,
  "species": ["C", "C", "N", "Si", "C", "C", "O", "O", "C", "C", "O", "O", "Si", "C", "C", "C", "I", "H", "H", "H", "H", "H", "H", "H", "H", "H", "H", "H", "H", "H", "H", "H", "H", "H", "H", "H", "H", "K", "O", "H", "H", "Cl", "Na", "C", "C", "C", "O", "C", "H", "H", "H", "H", "H", "H", "H", "H", "F", "P", "F", "F", "F", "F", "F", "C", "C", "O", "C", "H", "H", "H", "H", "H", "H", "O", "H", "Be", "F"],
  "xyz": [[4.335, -1.856, -1.133], [3.813, -0.440, -1.505], [2.514, -0.185, -0.826], [2.035, 1.392, -0.304], [2.519, 1.622, 1.557], [4.055, 1.610, 1.759], [4.628, 2.617, 2.357], [4.850, 0.649, 1.393], [6.276, 1.009, 1.521], [6.931, 1.708, 0.380], [6.830, 0.684, 2.505], [0.517, 1.102, -0.393], [-0.905, 1.764, -0.975], [-1.959, 1.399, 0.522], [-3.377, 0.945, 0.153], [-4.267, 2.034, -0.489], [-3.842, 4.034, 0.147], [3.851, -2.164, -0.209], [4.047, -2.561, -1.905], [5.404, -1.858, -0.961], [3.680, -0.439, -2.574], [4.559, 0.286, -1.224], [1.750, -0.426, -1.473], [2.572, 2.573, -0.993], [2.008, 0.925, 2.227], [2.148, 2.633, 1.838], [6.661, 2.757, 0.320], [8.001, 1.632, 0.516], [6.685, 1.217, -0.559], [-1.321, 0.946, -2.124], [-1.017, 3.209, -1.255], [-1.923, 2.196, 1.261], [-1.465, 0.541, 0.987], [-3.279, 0.144, -0.576], [-3.826, 0.486, 1.028], [-5.287, 1.841, -0.186], [-4.281, 1.942, -1.568], [4.186, 1.895, 4.082], [-5.808, -0.547, -1.227], [-6.467, -1.136, -0.849], [-6.162, -0.318, -2.096], [3.204, 2.327, -2.965], [3.575, 4.358, 1.271], [-2.344, -2.648, 1.304], [-1.958, -3.913, 2.061], [-3.320, -4.526, 2.365], [-4.188, -4.141, 1.296], [-3.553, -3.123, 0.510], [-1.534, -2.245, 0.668], [-2.640, -1.866, 2.010], [-1.385, -4.576, 1.408], [-1.368, -3.727, 2.957], [-3.733, -4.130, 3.300], [-3.291, -5.614, 2.433], [-3.251, -3.570, -0.444], [-4.266, -2.325, 0.306], [4.777, -0.047, 7.266], [5.912, -1.278, 7.193], [5.401, -1.598, 8.729], [7.254, -1.354, 6.216], [6.904, -0.162, 7.920], [5.065, -1.489, 5.742], [6.013, -2.921, 7.202], [-5.755, 2.107, -5.400], [-5.642, 0.720, -4.857], [-6.519, 0.210, -4.180], [-4.376, -0.032, -5.188], [-6.707, 2.541, -5.095], [-4.944, 2.727, -5.017], [-5.706, 2.081, -6.501], [-3.511, 0.504, -4.795], [-4.279, -0.134, -6.269], [-4.415, -1.023, -4.738], [-4.580, 2.762, -8.079], [-5.081, 2.268, -8.743], [0.691, -0.763, 0.164], [-0.119, -1.261, 0.802]],
  "forces_ev_per_a": [[-0.62, 0.64, 0.30], [0.66, -2.46, 0.62], [-1.57, -0.49, 0.26], [4.55, 1.94, -0.49], [1.38, -0.29, 0.23], [0.65, 2.61, -0.46], [-0.59, 1.00, -8.40], [-1.22, -0.07, -0.68], [1.89, 0.04, 0.75], [-0.51, -0.45, -0.68], [-0.73, -0.21, 0.12], [-2.37, -1.68, 0.46], [-3.01, 0.60, 0.32], [0.18, -0.67, -0.37], [0.39, 0.57, -0.05], [-0.24, -0.97, 0.61], [-0.18, -0.01, -0.22], [0.14, -0.16, 0.15], [0.22, -0.23, -0.07], [0.17, -0.15, -0.22], [-0.18, 0.71, -0.18], [-0.29, 0.51, 0.02], [0.81, 0.29, -0.85], [-0.16, 0.36, 0.50], [0.15, -0.24, 0.02], [0.16, -0.61, 0.01], [-0.21, 0.07, 0.02], [0.14, -0.01, 0.24], [-0.17, 0.13, -0.16], [0.29, -0.07, -0.07], [0.93, -0.08, -0.15], [-0.16, 0.18, -0.04], [-0.13, -0.03, 0.14], [-0.21, -0.15, -0.11], [-0.37, 0.21, 0.12], [-0.17, 0.18, 0.03], [0.32, 0.49, -0.20], [-1.08, -3.10, 9.90], [0.04, 0.00, 0.19], [0.00, -0.02, -0.02], [-0.03, 0.02, -0.40], [-0.01, -0.11, -0.04], [0.17, 0.39, -0.41], [0.10, 0.09, -0.47], [0.08, -0.08, -0.08], [-0.13, 0.08, 0.11], [0.23, 0.17, -0.04], [-0.09, -0.19, 0.00], [-1.50, -0.90, 0.47], [0.00, 0.04, 0.00], [-0.01, -0.03, 0.02], [-0.02, -0.02, 0.04], [0.08, -0.05, 0.03], [-0.04, 0.02, -0.04], [0.02, 0.08, -0.02], [-0.08, -0.03, -0.04], [0.14, 0.53, -0.36], [0.58, -0.34, 0.53], [-0.37, 0.25, -0.39], [-0.57, 0.21, -0.36], [-0.22, -0.34, 0.18], [-0.07, -0.21, 0.16], [0.28, 0.37, -0.26], [-0.65, -0.33, 0.36], [0.02, 0.43, -0.01], [0.03, -0.22, 0.33], [-0.16, -0.38, 0.19], [-0.02, -0.04, 0.10], [0.18, 0.00, -0.35], [0.63, 0.40, -0.13], [0.04, 0.11, -0.22], [0.14, 0.26, -0.02], [-0.03, -0.02, 0.04], [-0.23, -0.35, 0.11], [0.15, 0.14, -0.04], [12.01, 8.23, -9.35], [-9.58, -6.55, 8.81]],
  "lowdin_charge": [-0.0602, -0.2978, -0.0599, 0.2827, -0.1097, -0.5648, -0.3726, 0.1284, -0.3918, 0.0659, 0.2401, -0.3386, 0.6326, -0.3747, -0.3540, -0.6263, 0.8235, 0.0654, 0.0751, 0.0724, 0.0851, 0.0631, 0.1023, -0.1306, 0.1077, 0.0824, 0.1009, 0.1122, 0.1009, 0.0209, -0.0143, 0.0318, 0.0469, 0.0853, 0.1070, 0.0303, 0.0479, 1.1120, -0.0517, 0.0477, 0.0147, -0.2671, 0.7234, -0.1883, -0.1669, -0.2007, -0.1314, -0.1908, 0.0822, 0.1161, 0.1152, 0.1120, 0.1186, 0.1189, 0.1228, 0.1009, -0.2557, 0.4095, -0.2034, -0.2235, -0.2191, -0.2637, -0.1998, -0.0391, -0.4972, 0.0159, -0.0206, 0.0792, 0.0860, 0.0479, 0.0742, 0.0912, 0.0724, -0.5219, -0.1553, 0.4393, -0.1192]
}


2.
{
  "formula": "C16H37Cl6F2N6O9S2Tl",
  "method": "wB97M-V/def2-TZVPD",
  "e_tot_ha": -5566.968487,
  "homo_lumo_gap_ev": [8.78, 3.51],
  "charge": 1,
  "spin_multiplicity": 2,
  "species": ["Tl", "N", "S", "O", "O", "F", "S", "O", "O", "F", "Cl", "C", "C", "Cl", "H", "H", "H", "H", "Cl", "C", "C", "Cl", "H", "H", "H", "H", "Cl", "C", "C", "Cl", "H", "H", "H", "H", "O", "C", "N", "C", "H", "H", "H", "H", "H", "O", "C", "N", "C", "H", "H", "H", "H", "H", "O", "C", "N", "C", "H", "H", "H", "H", "H", "O", "C", "N", "C", "H", "H", "H", "H", "H", "O", "C", "N", "C", "H", "H", "H", "H", "H"],
  "xyz": [[-5.890, -17.940, -15.614], [-3.544, -17.866, -14.016], [-3.258, -18.171, -12.491], [-2.425, -17.199, -11.750], [-3.034, -19.596, -12.133], [-4.840, -17.781, -12.087], [-1.900, -17.992, -14.426], [-1.193, -19.312, -14.266], [-1.089, -16.743, -14.496], [-2.337, -18.086, -15.985], [-0.098, -18.084, -20.353], [-0.914, -18.540, -18.843], [0.122, -18.900, -17.781], [1.200, -17.475, -17.552], [-1.640, -19.333, -19.022], [-1.373, -17.639, -18.437], [0.727, -19.803, -17.865], [-0.363, -19.258, -16.873], [0.981, -22.370, -14.249], [0.598, -22.090, -12.530], [0.056, -23.412, -11.839], [1.250, -24.631, -12.037], [-0.088, -21.258, -12.687], [1.481, -21.615, -12.102], [-0.830, -23.672, -12.419], [-0.246, -23.181, -10.818], [3.142, -13.437, -14.524], [2.300, -14.185, -15.860], [0.969, -14.708, -15.500], [-0.283, -13.421, -15.419], [3.030, -14.864, -16.300], [2.247, -13.428, -16.642], [1.049, -15.307, -14.592], [0.653, -15.379, -16.298], [-4.851, -15.316, -15.151], [-4.582, -14.273, -14.469], [-5.028, -13.147, -14.910], [-3.502, -14.268, -13.415], [-5.687, -13.340, -15.650], [-4.674, -12.238, -14.646], [-2.847, -15.139, -13.443], [-3.744, -14.237, -12.353], [-2.900, -13.392, -13.658], [-6.876, -19.707, -13.552], [-7.200, -20.562, -12.665], [-8.390, -20.564, -12.087], [-6.146, -21.607, -12.316], [-8.537, -21.220, -11.334], [-9.185, -20.063, -12.457], [-6.521, -22.373, -11.638], [-5.229, -21.065, -12.085], [-5.949, -22.171, -13.228], [-4.639, -20.676, -15.377], [-3.762, -21.490, -15.469], [-3.065, -21.451, -16.536], [-3.300, -22.489, -14.296], [-2.145, -21.857, -16.634], [-3.436, -20.818, -17.230], [-3.949, -22.911, -13.529], [-2.386, -21.957, -14.032], [-2.887, -23.433, -14.650], [-4.033, -16.848, -17.938], [-3.836, -15.684, -18.228], [-4.846, -15.088, -18.862], [-2.562, -15.003, -17.784], [-5.662, -15.566, -19.218], [-4.789, -14.167, -19.271], [-2.075, -14.574, -18.659], [-1.847, -15.672, -17.304], [-2.875, -14.144, -17.190], [-6.814, -16.276, -13.254], [-7.455, -16.100, -12.274], [-8.767, -16.281, -12.306], [-6.744, -15.558, -11.041], [-9.292, -15.730, -11.642], [-9.202, -16.758, -13.083], [-7.388, -14.918, -10.439], [-5.769, -15.099, -11.207], [-6.804, -16.459, -10.430]],
  "forces_ev_per_a": [[0.12, -0.91, 0.39], [3.40, 0.01, 0.32], [-2.10, -1.63, 6.13], [-1.69, -1.57, -1.96], [-1.08, 3.57, -1.04], [2.04, -0.75, 0.07], [3.64, -0.61, -5.82], [-2.29, 3.95, 0.49], [-2.36, -2.82, 1.35], [0.17, -0.07, 0.44], [-0.28, -0.16, -0.39], [0.93, 0.15, 0.83], [-0.06, -0.90, 0.36], [-0.27, -0.73, 0.39], [0.11, 0.12, -0.02], [-0.46, -0.22, -0.36], [0.49, 0.33, -1.34], [-0.42, 1.23, 0.47], [0.27, -0.39, -0.52], [-0.41, 0.18, -0.05], [-0.41, 2.96, -1.44], [0.67, -1.10, 0.47], [-0.67, -0.35, 0.91], [0.09, -0.65, 0.31], [-0.01, -0.24, 0.18], [0.37, -0.32, 0.07], [0.35, 0.48, 0.91], [1.09, 1.14, -1.36], [-0.10, -1.20, -0.49], [0.18, -0.12, 0.34], [-0.55, -0.80, 0.32], [-0.37, 0.17, 0.07], [-0.54, 0.37, 0.14], [-0.19, 0.12, 0.18], [-0.04, 0.40, 0.86], [2.35, -1.37, 0.91], [-1.31, -0.04, -0.84], [0.69, -0.43, 0.22], [-0.24, 1.26, -0.36], [-0.20, -0.12, 0.04], [-0.11, -0.11, -0.60], [-0.90, 0.27, -0.21], [0.14, 0.02, 0.11], [-1.31, -1.38, 1.76], [2.58, 1.91, -3.10], [-0.79, -0.72, 0.94], [-1.06, 0.10, -0.43], [-0.26, 0.10, -0.23], [0.39, 0.11, 0.06], [0.40, 0.35, 0.61], [-0.04, -0.34, 0.45], [-0.06, 0.35, -0.25], [-2.79, 1.34, 1.19], [-0.69, -1.89, 4.18], [3.07, -0.75, -3.62], [0.81, 0.19, -2.10], [-0.30, -0.15, -0.12], [0.51, 0.03, -0.03], [-0.27, 1.43, 0.12], [-0.17, 0.05, 1.24], [0.04, 0.04, -0.99], [0.24, -1.50, 0.68], [0.23, -1.78, 0.71], [-0.92, 2.94, -1.27], [-0.66, 0.89, -1.15], [0.48, -0.68, 0.42], [0.46, 0.03, 0.19], [0.13, 0.08, -0.09], [-0.53, 0.03, 0.24], [0.43, -0.03, 0.40], [2.60, -1.06, -3.64], [0.38, 2.19, 1.29], [-1.48, 0.14, 1.48], [-2.02, -0.69, 0.61], [-0.44, -0.58, -0.17], [0.11, 0.36, 0.10], [-0.04, 0.50, -0.28], [-0.23, -0.59, -0.08], [1.19, -0.12, 0.37]],
  "mulliken_spin": [0.0058, 0.1010, -0.0116, 0.0105, 0.0211, -0.0012, -0.0057, 0.0069, 0.0058, -0.0002, 0.0000, 0.0003, -0.0002, 0.0001, 0.0000, -0.0002, 0.0000, -0.0001, 0.0000, 0.0000, 0.0000, 0.0000, 0.0000, 0.0000, 0.0000, 0.0000, 0.0000, 0.0000, 0.0000, 0.0005, 0.0000, 0.0000, 0.0001, 0.0000, 0.7621, -0.0763, 0.0560, 0.0299, 0.0057, -0.0014, 0.0085, -0.0001, 0.0048, 0.0016, -0.0004, 0.0001, 0.0001, 0.0000, 0.0000, 0.0000, -0.0005, 0.0000, 0.0020, 0.0003, 0.0002, 0.0003, 0.0000, -0.0001, -0.0001, -0.0004, 0.0000, 0.0090, 0.0038, 0.0005, -0.0015, -0.0001, 0.0000, 0.0002, 0.0001, -0.0002, 0.0594, -0.0071, 0.0034, 0.0078, 0.0003, -0.0007, -0.0001, -0.0002, -0.0002]
}


3.
{
  "formula": "C16H37F15MgN4Na2O2P2",
  "method": "wB97M-V/def2-TZVPD",
  "e_tot_ha": -3706.405038,
  "homo_lumo_gap_ev": 4.45,
  "species": ["C", "O", "C", "N", "C", "N", "C", "C", "C", "C", "C", "C", "C", "C", "C", "C", "C", "C", "C", "N", "H", "H", "H", "H", "H", "H", "H", "H", "H", "H", "H", "H", "H", "H", "H", "H", "H", "H", "H", "H", "H", "H", "H", "H", "H", "H", "H", "H", "H", "H", "H", "H", "F", "F", "Na", "O", "H", "Mg", "F", "P", "F", "F", "F", "F", "F", "F", "N", "H", "H", "H", "H", "Na", "F", "P", "F", "F", "F", "F", "F"],
  "xyz": [[3.720, -0.367, 3.864], [3.504, 1.018, 3.811], [3.246, 1.421, 2.463], [2.118, 2.344, 2.500], [1.804, 3.097, 1.464], [2.444, 3.152, 0.281], [1.630, 2.802, -0.930], [0.374, 3.692, -0.836], [-0.297, 3.356, 0.516], [-1.723, 3.908, 0.689], [-2.617, 3.109, 1.710], [-2.938, 1.659, 1.207], [-3.694, 1.756, -0.164], [-3.873, 0.851, 2.180], [-3.536, -0.668, 2.347], [-3.564, -1.468, 1.027], [-2.680, -1.466, 0.005], [-1.168, -1.476, 0.143], [-3.247, -1.417, -1.439], [0.662, 3.892, 1.576], [4.561, -0.605, 4.525], [3.955, -0.813, 2.885], [2.823, -0.830, 4.352], [2.985, 0.579, 1.808], [4.166, 1.928, 2.140], [1.552, 2.397, 3.338], [3.374, 2.754, 0.298], [1.322, 1.749, -1.000], [2.156, 3.096, -1.861], [-0.310, 3.540, -1.676], [0.657, 4.751, -0.789], [-0.257, 2.253, 0.562], [-2.291, 3.966, -0.242], [-1.578, 4.917, 1.104], [-2.191, 3.096, 2.728], [-3.578, 3.643, 1.765], [-2.020, 1.058, 1.119], [-4.493, 1.017, -0.230], [-4.156, 2.754, -0.189], [-2.983, 1.664, -0.991], [-3.771, 1.297, 3.192], [-4.928, 0.959, 1.911], [-4.349, -1.082, 2.962], [-2.610, -0.822, 2.949], [-4.428, -2.119, 0.876], [-0.749, -2.384, -0.312], [-0.751, -0.608, -0.397], [-0.850, -1.363, 1.197], [-2.723, -0.649, -2.014], [-4.289, -1.123, -1.358], [-3.118, -2.455, -1.889], [0.246, 3.745, 2.495], [2.321, 4.124, -3.338], [-4.466, -2.136, -3.221], [1.758, -1.934, 3.184], [4.487, 3.603, -5.393], [3.698, 3.500, -4.825], [-1.155, 0.087, 3.601], [1.428, -2.807, -1.841], [1.362, -4.181, -0.935], [2.024, -3.229, 0.239], [1.333, -5.745, -1.357], [0.548, -4.646, 0.404], [2.917, -4.404, -1.420], [-0.163, -4.129, -1.616], [-1.704, -3.204, -2.264], [3.968, 2.693, -7.895], [4.069, 3.271, -6.997], [4.406, 3.181, -8.674], [4.419, 1.793, -7.758], [2.979, 2.549, -8.098], [6.236, 2.954, -4.486], [1.152, -7.862, 0.816], [-0.288, -8.121, 1.570], [-0.279, -6.484, 1.781], [-0.895, -9.433, 2.366], [-1.872, -7.751, 1.303], [0.625, -8.125, 2.953], [-0.449, -9.064, 0.229]],
  "forces_ev_per_a": [[0.03, -0.80, 1.13], [-0.38, -0.10, -1.42], [0.35, 0.43, 1.14], [1.13, 0.30, -0.27], [-1.30, 1.44, -0.33], [0.29, -1.52, 0.85], [-0.91, 1.63, -1.16], [0.07, -0.19, 0.82], [-0.21, 0.31, -1.35], [0.22, -0.31, 1.71], [0.14, -0.46, -0.79], [-1.28, -0.16, 0.04], [0.76, 0.37, 0.67], [1.12, 0.35, 0.65], [-0.84, -0.58, -0.76], [-0.02, 0.16, 0.28], [1.03, -0.67, -1.01], [-0.39, 1.32, -0.01], [-0.81, 2.79, 2.38], [-0.29, -1.66, -0.09], [-0.16, 0.20, -0.13], [-0.10, 0.08, 0.21], [0.84, 0.43, -0.03], [0.20, 0.16, 0.10], [-0.37, -0.04, -0.38], [0.23, -0.16, 0.04], [-0.11, -0.17, -0.20], [0.37, 0.04, 0.56], [0.18, 0.26, 0.01], [0.26, -0.14, 0.10], [0.05, -0.23, -0.41], [-0.46, 0.15, 0.33], [0.49, 0.06, -0.10], [-0.32, -0.04, -0.38], [0.01, 0.01, -0.25], [0.23, -0.11, 0.20], [0.00, 0.26, -0.25], [0.31, 0.00, -0.22], [0.00, -0.32, -0.27], [-0.37, 0.00, -0.11], [-0.18, -0.18, -0.21], [0.21, -0.01, -0.02], [0.42, 0.02, 0.05], [-0.99, -0.55, -0.80], [-0.39, 0.84, -0.14], [-0.27, 0.09, 0.15], [0.06, -0.35, -0.05], [-0.17, -0.36, -0.29], [0.10, -0.60, -0.05], [0.07, -0.39, -0.29], [1.31, -2.81, -1.98], [-0.06, 0.12, -0.09], [0.29, -0.53, 0.16], [0.84, -0.04, 0.86], [-0.80, -1.09, -0.96], [-0.02, -0.80, -1.38], [-0.06, 0.59, 0.13], [1.23, 0.57, 0.50], [0.45, 0.45, -0.14], [-0.25, -1.76, -0.66], [1.11, 1.74, 1.06], [-0.52, 0.13, -0.23], [-0.15, 0.02, -0.14], [0.50, 0.63, 0.38], [0.53, -1.10, 0.43], [-2.92, 2.03, 0.39], [-0.22, 0.05, -0.77], [0.41, 0.22, 2.00], [-0.08, -0.06, -0.03], [-0.07, 0.04, 0.11], [0.04, -0.01, 0.03], [-0.31, 0.22, 0.13], [0.43, 0.03, 0.26], [0.08, -0.05, -0.40], [0.07, 0.18, 0.29], [-0.17, -0.38, -0.04], [-0.43, -0.15, 0.13], [0.27, 0.30, 0.45], [-0.36, -0.13, -0.21]],
  "lowdin_charge": [-0.1093, -0.1303, -0.1649, 0.1493, -0.3346, 0.1296, -0.1311, -0.1160, -0.2935, -0.1217, -0.1669, -0.3659, -0.0403, -0.1769, -0.2148, 0.0082, -0.2323, -0.0217, -0.0174, 0.1287, 0.1187, 0.1069, 0.0632, 0.1398, 0.1503, 0.1335, 0.1341, 0.1244, 0.0660, 0.1315, 0.1341, 0.1258, 0.1102, 0.1249, 0.0848, 0.1202, 0.0744, 0.0746, 0.0858, 0.0840, 0.0991, 0.1231, 0.1225, -0.1012, 0.1432, 0.0708, 0.0907, 0.0163, 0.1092, 0.0758, 0.1335, 0.1191, -0.6716, -0.3781, 0.4865, -0.5279, -0.0872, 0.6796, -0.2035, 0.3695, -0.2464, -0.1453, -0.1895, -0.1996, -0.2122, -0.1500, 0.2579, 0.0582, 0.1357, 0.1320, 0.1435, 0.7642, -0.2127, 0.3613, -0.2384, -0.2234, -0.2196, -0.2369, -0.2137]
}


Question: Which formula does entry 1 have?
Answer: C16H37BeClF7IKNNaO8PSi2